No. 1
A cluster of 40 separate species, H80O40 in total at a distorted geometry, computed with ωB97M-V with the def2-TZVPD basis set.

Output
HOMO level (spin up / spin down): -0.0204 / -0.3189 Ha
Multiplicity: 2
Relative energy (zero: lowest compared OMol25 entry of this formula, charge and spin): 524.9 kJ/mol
Net charge: -1
Frontier orbital gap (spin up / spin down): 1.96 / 10.09 eV
E_LUMO (spin up / spin down): 1.406 / 1.416 eV

Element x y z (Å)
H  -1.14  -2.47  -0.72
H  0.09  -2.47  -1.34
O  -0.76  -2.07  -1.54
H  4.09  0.38  2.89
H  5.34  0.11  1.96
O  4.84  -0.24  2.68
H  -4.15  -1.52  -3.59
H  -4.83  -0.41  -4.43
O  -4.52  -1.31  -4.41
H  0.67  -0.19  3.32
H  -0.54  0.44  3.06
O  -0.09  0.13  3.87
H  -1.02  0.41  -6.15
H  -0.53  1.78  -6.36
O  -0.13  0.91  -6.19
H  2.84  1.49  4.76
O  2.61  1.37  5.77
H  -3.26  -0.09  2.57
O  -2.44  0.23  2.20
H  -2.33  0.41  -0.05
H  -1.86  1.83  0.19
O  -1.83  1.12  -0.43
H  3.93  -5.08  1.43
H  3.65  -4.32  2.78
O  3.73  -5.20  2.38
H  -1.99  -1.58  5.77
H  -0.51  -2.09  5.58
O  -1.45  -2.29  5.53
H  2.55  -0.14  -1.75
H  2.57  0.17  -0.40
O  2.92  -0.56  -0.92
H  -1.29  -2.97  -3.02
O  -2.04  -3.73  -2.86
H  -4.84  2.78  -1.76
H  -4.58  1.42  -1.57
O  -4.97  1.99  -2.26
H  1.65  -5.91  1.43
H  0.22  -5.42  1.32
O  0.90  -5.95  0.81
H  -1.88  0.33  -2.16
H  -1.44  -0.50  -3.35
O  -1.29  0.32  -2.86
H  2.87  2.26  1.43
H  2.83  2.66  2.95
O  3.23  2.01  2.33
H  7.02  0.70  -0.31
H  6.27  1.23  -1.38
O  6.66  0.40  -1.12
H  1.81  3.41  -1.76
H  2.96  4.49  -1.95
O  2.44  4.01  -1.36
H  -2.10  1.52  -4.32
O  -2.98  1.35  -4.55
H  1.96  2.26  -0.35
H  0.39  2.54  -0.05
O  1.27  2.13  0.25
H  4.01  0.62  -3.50
O  4.44  0.27  -4.31
H  -0.26  -4.13  4.13
H  -0.97  -5.35  3.61
O  -0.59  -4.46  3.26
H  -6.10  -1.74  2.84
H  -6.09  -1.61  1.27
O  -6.46  -1.31  2.11
H  -5.02  3.30  2.23
H  -4.13  2.10  1.71
O  -4.54  2.88  1.49
H  2.37  -2.48  0.74
H  3.62  -1.90  1.40
O  2.71  -2.15  1.61
H  -4.54  -2.50  -1.49
H  -2.97  -2.60  -2.03
O  -3.57  -2.18  -1.48
H  -2.56  -4.85  -0.92
H  -4.07  -4.88  -1.31
O  -3.47  -4.89  -0.57
H  2.46  6.14  1.87
H  1.55  5.85  2.81
O  2.42  5.47  2.57
H  -1.68  3.39  -2.89
H  -3.14  3.36  -2.53
O  -2.29  3.55  -2.09
H  2.18  1.53  -4.17
H  1.20  1.25  -3.03
O  2.18  1.31  -3.22
H  0.41  0.09  0.05
H  0.77  -1.28  0.80
O  0.36  -0.46  0.86
H  0.36  4.01  -2.45
O  0.45  3.39  -3.15
H  -0.49  1.15  6.34
H  -0.37  1.39  5.06
O  -0.93  1.82  5.80
H  -3.44  0.59  -4.20
H  1.65  1.29  5.80
H  4.69  -0.58  -4.00
H  -1.68  -0.25  1.89
H  -1.97  -4.39  -3.55
H  1.12  3.53  -3.85
O  -0.32  4.79  3.12
H  0.42  4.74  2.51
H  -1.02  4.20  2.86
O  -3.31  -2.65  2.39
H  -2.31  -2.66  2.47
H  -3.40  -2.89  1.47
O  5.00  3.63  -0.19
H  4.29  4.22  -0.35
H  5.03  3.65  0.79
O  -3.41  2.05  3.87
H  -4.00  1.29  4.10
H  -2.54  1.85  4.17
O  0.08  -5.80  -2.83
H  0.93  -5.84  -2.50
H  -0.56  -6.01  -2.06
O  3.19  3.36  -3.99
H  3.79  2.64  -4.35
H  3.87  3.61  -3.24
O  1.56  -3.52  -1.57
H  1.82  -2.71  -2.08
H  1.71  -4.29  -2.08

---

No. 2
A structure of composition C35H22BrN8O2SSn at a distorted geometry, computed with ωB97M-V with the def2-TZVPD basis set.

Output
HOMO level (spin up / spin down): -0.0925 / -0.0742 Ha
Multiplicity: 1
Relative energy (zero: lowest compared OMol25 entry of this formula, charge and spin): 176.6 kJ/mol
Net charge: -1
Frontier orbital gap (spin up / spin down): 3.26 / 2.75 eV
E_LUMO (spin up / spin down): 0.742 / 0.734 eV

Element x y z (Å)
Sn  0.10  0.47  -0.38
C  2.48  -3.50  0.37
C  1.84  -4.42  -0.45
C  0.92  -3.98  -1.38
C  0.63  -2.61  -1.45
N  1.26  -1.74  -0.66
C  2.15  -2.17  0.21
C  -0.35  -2.05  -2.38
C  -1.15  -2.85  -3.18
C  -2.07  -2.26  -4.05
C  -2.13  -0.89  -4.12
C  -1.29  -0.12  -3.31
N  -0.43  -0.71  -2.43
C  -1.27  1.32  -3.37
C  -1.88  2.05  -4.41
C  -1.81  3.41  -4.44
C  -1.09  4.06  -3.42
C  -0.52  3.29  -2.43
N  -0.59  1.97  -2.39
H  3.21  -3.82  1.10
H  2.07  -5.48  -0.37
H  0.44  -4.69  -2.02
H  2.63  -1.40  0.80
H  -1.09  -3.93  -3.13
H  -2.73  -2.88  -4.65
H  -2.84  -0.42  -4.78
H  -2.40  1.52  -5.20
H  -2.27  3.98  -5.23
H  -1.00  5.14  -3.40
H  0.01  3.75  -1.62
Br  -2.62  3.79  0.09
C  -3.35  2.15  0.66
C  -4.55  2.20  1.34
C  -5.13  0.99  1.70
C  -4.48  -0.18  1.34
C  -3.26  -0.10  0.69
N  -2.69  1.05  0.34
C  -2.52  -1.41  0.41
O  -3.21  -2.42  0.33
O  -1.27  -1.34  0.34
H  -5.01  3.14  1.58
H  -6.07  0.97  2.24
H  -4.87  -1.16  1.56
N  5.22  -5.51  5.18
C  4.46  -4.70  4.87
C  3.55  -3.71  4.47
C  4.01  -2.41  4.19
C  3.14  -1.43  3.80
C  1.76  -1.70  3.67
C  1.30  -3.01  3.93
C  2.17  -3.99  4.33
C  0.87  -0.69  3.33
C  0.11  0.21  3.01
H  5.07  -2.20  4.29
H  3.50  -0.43  3.58
H  0.25  -3.22  3.82
H  1.81  -4.99  4.54
S  2.85  1.24  -0.95
C  2.36  2.78  -0.49
N  3.05  3.84  -1.03
C  2.67  5.15  -0.77
C  1.61  5.34  0.09
C  0.99  4.23  0.65
N  1.36  2.96  0.35
H  3.79  3.63  -1.67
H  3.22  5.93  -1.26
H  1.27  6.33  0.32
H  0.17  4.31  1.33
N  -1.57  2.07  3.01
C  -0.79  1.22  2.97

---

No. 3
An isolated molecule of C2H7N2OPS at a distorted geometry, computed with ωB97M-V with the def2-TZVPD basis set.

Output
HOMO level: -0.3481 Ha
Multiplicity: 1
Relative energy (zero: lowest compared OMol25 entry of this formula, charge and spin): 108.8 kJ/mol
Net charge: 0
Frontier orbital gap: 10.15 eV
E_LUMO: 0.674 eV
Structure (SMILES): N[P@@]1(=O)NCCS1

Element x y z (Å)
C  0.18  -1.39  -0.14
C  0.51  -0.86  -1.52
N  0.46  -0.42  0.86
N  -1.39  1.65  1.03
O  1.22  2.11  0.85
P  0.06  1.13  0.45
S  -0.31  0.73  -1.63
H  -0.97  -1.39  -0.14
H  0.67  -2.36  0.24
H  1.55  -0.75  -1.79
H  0.05  -1.57  -2.15
H  1.37  -0.13  1.11
H  -2.30  1.16  0.93
H  -1.08  2.08  1.89

---

No. 4
A cluster of 2 separate species, CH4O2S in total, computed with ωB97M-V with the def2-TZVPD basis set.

Output
HOMO level: -0.3604 Ha
Multiplicity: 1
Relative energy (zero: lowest compared OMol25 entry of this formula, charge and spin): 37.1 kJ/mol
Net charge: 0
Frontier orbital gap: 10.35 eV
E_LUMO: 0.546 eV
Structure (SMILES): O=CO.S

Element x y z (Å)
S  1.53  -2.30  -1.81
H  1.62  -1.86  -0.55
H  0.71  -1.30  -2.13
O  -1.84  1.31  1.70
C  -0.74  1.28  1.26
O  -0.32  0.45  0.28
H  0.06  1.93  1.65
H  -1.02  0.49  -0.39

---

- What is the formula in the first record?
  H80O40

---

- What is the net charge in the third record?
  0